The following is a DFT calculation (the ωB97M-V functional and the def2-TZVPD basis) of a molecular structure, C29H27CsN5O4S2.

Each line ends with the Mulliken charge.
Positions of all 68 atoms, in Å:
Cs -0.343 0.563 1.010  1.32
C -0.589 -4.336 2.075  -0.70
O -0.296 -4.234 3.460  -0.53
C 0.816 -3.459 3.767  0.20
C 1.778 -4.044 4.551  -0.38
C 2.904 -3.328 4.963  -0.76
C 3.021 -2.017 4.558  -0.81
C 2.061 -1.367 3.765  0.99
C 2.350 0.040 3.507  -0.48
N 1.637 0.914 2.896  -0.13
N 2.276 2.186 2.903  -0.59
C 1.649 3.043 2.135  0.18
O 0.624 2.934 1.409  -0.86
C 2.329 4.412 2.098  0.26
C 1.760 5.439 1.352  -0.32
C 2.354 6.691 1.293  -0.65
C 3.533 6.939 1.981  -0.28
C 4.109 5.922 2.732  -0.62
C 3.511 4.672 2.790  -0.18
C 0.886 -2.086 3.328  0.29
O -0.050 -1.581 2.636  -0.83
H -1.337 -5.125 1.972  0.29
H 0.304 -4.620 1.505  0.29
H -0.963 -3.386 1.696  0.27
H 1.628 -5.079 4.841  0.39
H 3.663 -3.788 5.582  0.35
H 3.886 -1.439 4.872  0.27
H 3.299 0.389 3.928  0.25
H 0.837 5.222 0.830  0.35
H 1.892 7.479 0.708  0.36
H 3.999 7.917 1.937  0.36
H 5.029 6.105 3.276  0.36
H 3.948 3.872 3.372  0.41
N -0.533 -1.596 -4.112  -0.04
C -0.597 -2.996 -4.125  0.09
C -0.316 -3.688 -5.294  -0.64
C -0.374 -5.075 -5.326  -0.54
C -0.716 -5.773 -4.181  -0.66
C -0.995 -5.079 -3.011  -0.57
C -0.941 -3.695 -2.972  0.64
S -1.280 -2.862 -1.460  -0.11
N -1.053 -1.212 -1.830  -0.23
C -0.741 -0.807 -2.998  0.65
C -0.588 0.668 -3.219  0.30
C -0.451 1.228 -4.491  -0.79
C -0.289 2.600 -4.598  -0.46
C -0.272 3.372 -3.450  -0.68
C -0.439 2.731 -2.229  -0.24
N -0.596 1.422 -2.124  0.09
H -0.133 -1.163 -4.922  0.12
H -0.048 -3.129 -6.184  0.36
H -0.148 -5.601 -6.244  0.37
H -0.761 -6.853 -4.185  0.37
H -1.248 -5.628 -2.111  0.40
H -0.489 0.639 -5.397  0.32
H -0.178 3.059 -5.572  0.41
H -0.140 4.444 -3.488  0.41
H -0.441 3.286 -1.296  0.46
C -5.873 1.175 0.905  -1.03
S -4.079 1.029 0.684  0.49
C -4.130 -0.155 -0.670  -0.30
O -3.633 2.311 0.092  -0.62
H -6.337 1.508 -0.023  0.29
H -6.034 1.920 1.682  0.33
H -6.289 0.220 1.225  0.34
H -4.588 -1.088 -0.341  0.40
H -3.096 -0.344 -0.954  -0.31
H -4.678 0.282 -1.504  0.35

Calculated values
E_LUMO: 1.683 eV
E_HOMO: -3.24 eV
energy relative to the best compared isomer or geometry (same formula, charge and spin): 0.3823 eV
charge: -1